No. 1
Density functional theory data (the ωB97M-V functional and the def2-TZVPD basis) for a structure of composition C17H33Br7CsFIKLiNO10S2 in a non-equilibrium geometry.

Structure (XYZ):
```
75
Properties=species:S:1:pos:R:3:forces:R:3:mulliken_charge:R:1
C 4.053 1.178 1.801 -0.35 0.03 0.40 -0.633
O 3.025 2.125 1.545 0.47 -0.12 -0.32 -0.408
C 3.014 2.633 0.237 -0.58 0.12 -0.40 -0.762
C 2.117 1.836 -0.758 0.08 -0.40 1.32 -1.081
C 1.444 0.550 -0.208 -0.58 0.66 -1.26 1.312
C 0.226 0.121 -1.136 0.49 -0.20 0.43 -0.360
C -0.639 -0.982 -0.494 0.76 0.28 -0.18 -1.623
C -1.181 -0.619 0.879 -0.06 -0.14 -0.49 -0.181
C -1.952 0.694 0.800 0.66 -0.72 0.18 -0.239
N -1.097 1.879 1.031 -1.09 0.16 1.65 -0.222
I -0.445 1.931 3.071 0.22 -0.12 -0.40 0.219
S -1.970 3.299 0.840 -0.03 0.89 -3.19 1.173
O -1.044 4.340 0.748 1.15 -0.75 -0.39 -0.477
O -2.845 3.171 -0.285 -0.53 -1.01 0.49 -0.677
F -2.910 3.420 2.075 0.18 -0.43 0.07 -0.144
H 3.585 0.277 2.206 0.14 -0.07 -0.04 0.272
H 4.629 0.915 0.912 -0.07 0.03 -0.06 0.185
H 4.721 1.594 2.561 0.09 -0.08 -0.05 0.278
H 2.592 3.637 0.308 0.08 0.01 0.09 0.369
H 4.016 2.740 -0.197 0.11 -0.11 0.25 0.283
H 1.254 2.519 -1.063 1.49 -1.02 2.71 0.269
H 2.692 1.604 -1.716 0.14 -0.20 2.43 0.230
H 1.072 0.799 0.780 0.05 -0.12 0.06 -0.022
H 2.183 -0.248 -0.114 -0.12 -0.12 -0.04 0.464
H 0.593 -0.330 -2.091 -0.28 0.55 0.79 -0.462
H -0.420 1.015 -1.368 0.57 -0.70 0.22 0.544
H 0.005 -1.861 -0.398 -0.23 -0.16 -0.02 0.401
H -1.474 -1.246 -1.143 -0.01 -0.13 -0.05 0.516
H -1.876 -1.418 1.155 0.08 -0.03 0.06 0.467
H -0.360 -0.600 1.597 -0.23 0.13 0.24 0.351
H -2.370 0.769 -0.203 -0.30 0.19 0.17 0.683
H -2.762 0.668 1.537 -0.32 0.31 -0.24 -0.966
Li -3.671 0.217 3.090 0.02 -0.10 -1.10 0.461
O -5.895 -2.429 2.307 0.20 0.24 0.43 -0.534
S -7.103 -2.818 2.972 -0.52 -0.28 -0.33 1.189
O -7.286 -2.536 4.370 0.35 0.22 0.00 -0.651
O -7.371 -4.352 2.714 0.01 0.01 0.04 -0.276
C -6.309 -5.290 3.018 0.52 -0.40 0.15 -0.285
C -6.179 -5.552 4.505 -0.12 0.25 0.12 -0.984
C -8.490 -2.204 2.085 -0.06 0.04 -0.09 -0.961
H -5.370 -4.939 2.589 -0.10 0.15 -0.09 0.305
H -6.574 -6.209 2.502 -0.20 0.14 -0.14 0.258
H -5.832 -4.665 5.034 0.03 -0.01 -0.01 0.274
H -5.464 -6.355 4.681 -0.02 -0.03 -0.08 0.400
H -7.143 -5.830 4.933 0.01 -0.08 -0.02 0.266
H -8.370 -2.454 1.034 0.04 -0.01 0.01 0.322
H -8.510 -1.125 2.220 0.05 0.00 0.02 0.372
H -9.392 -2.651 2.494 0.02 -0.01 0.03 0.339
C 5.219 3.308 -5.233 -0.38 0.11 0.02 -1.299
C 4.931 2.805 -3.849 0.35 -0.07 -0.07 0.582
O 3.831 2.938 -3.341 0.83 0.21 -0.22 -0.486
C 6.044 2.130 -3.104 -0.42 0.16 0.01 -0.270
H 4.325 3.770 -5.649 0.01 0.01 -0.01 0.316
H 6.016 4.051 -5.200 0.12 -0.12 -0.05 0.374
H 5.516 2.477 -5.874 0.17 0.04 0.03 0.313
H 6.878 2.821 -2.974 0.10 -0.10 -0.11 0.356
H 6.378 1.248 -3.651 0.14 0.08 -0.05 0.377
H 5.686 1.824 -2.128 -0.04 0.03 0.00 -0.336
C -3.416 -3.428 -0.943 -0.09 -0.71 0.54 0.848
O -3.297 -2.296 -1.475 0.00 0.24 -0.03 -0.642
O -4.342 -4.244 -1.221 -0.13 0.26 -0.25 -0.636
O -2.601 -3.846 -0.045 0.18 0.49 0.06 -0.586
C 2.356 -1.178 -5.163 -0.21 -0.35 -0.05 -0.623
Br 2.043 -2.755 -4.123 0.00 0.09 0.02 0.014
Br 1.661 0.409 -4.262 2.00 -7.29 -4.68 0.028
Br 4.216 -0.939 -5.591 -0.02 0.07 0.04 -0.041
H 1.819 -1.287 -6.096 0.01 0.04 -0.01 0.483
K -3.915 -0.074 5.830 -0.17 -0.17 1.01 0.431
Cs 1.304 2.477 -3.089 -4.70 8.92 -1.60 1.420
C 8.291 1.387 0.290 -0.01 0.02 0.07 -0.258
Br 9.216 2.604 -0.879 0.00 -0.03 0.00 -0.027
Br 7.225 0.120 -0.699 0.18 -0.21 0.21 -0.059
Br 9.496 0.506 1.495 -0.01 0.00 -0.04 -0.016
H 7.610 1.975 0.889 -0.01 0.00 -0.02 0.348
Br -1.294 6.050 2.573 -0.10 1.43 1.76 -0.861
```
Forces are in eV/Å.

HOMO energy	-4.822	eV
energy above the lowest of the compared OMol25 structures with the same formula, charge and spin	0.0	kJ/mol
orbital gap	2.211	eV
E_tot	-21313.81908	hartree
LUMO	-2.61	eV

***

No. 2
Density functional theory data (the ωB97M-V functional and the def2-TZVPD basis) for an isolated molecule of C17H33NO2.

Structure (XYZ):
```
53
Properties=species:S:1:pos:R:3:forces:R:3:nbo_charge:R:1
C -2.086 -2.760 -4.175 0.33 -0.22 0.03 -0.261
H -1.439 -3.138 -4.968 -0.06 0.00 0.09 0.196
H -1.477 -2.553 -3.292 -0.03 -0.04 -0.05 0.192
H -2.866 -3.480 -3.939 0.02 0.05 0.00 0.194
O -2.750 -1.579 -4.599 -0.37 0.13 -0.02 -0.520
C -1.965 -0.587 -5.040 0.14 0.22 -0.30 0.803
O -0.768 -0.683 -5.123 0.09 -0.07 0.06 -0.603
C -2.767 0.620 -5.465 -0.16 -0.09 0.17 -0.507
H -3.240 0.357 -6.414 0.06 0.00 -0.03 0.237
C -3.850 1.037 -4.466 0.09 0.21 -0.01 -0.386
C -3.296 1.713 -3.213 -0.09 -0.35 -0.05 -0.389
C -2.476 0.778 -2.328 -0.10 0.44 0.13 -0.401
C -2.070 1.444 -1.015 0.13 -0.47 -0.15 -0.383
C -1.224 0.519 -0.144 -0.13 0.49 0.13 -0.385
C -0.828 1.175 1.177 0.11 -0.49 -0.10 -0.383
C 0.033 0.255 2.037 -0.09 0.47 0.10 -0.397
C 0.414 0.898 3.367 0.11 -0.45 -0.04 -0.393
H 0.889 1.861 3.176 0.00 0.12 0.04 0.193
H -0.482 1.082 3.964 -0.03 0.10 0.03 0.198
C 1.367 0.005 4.169 -0.15 0.33 -0.06 -0.212
N 2.604 -0.213 3.440 -0.01 -0.10 -0.06 -0.462
C 3.208 -1.516 3.623 0.00 -0.21 0.21 -0.206
C 3.911 -1.683 4.976 0.11 0.04 -0.29 -0.421
C 4.976 -0.600 5.128 -0.20 0.04 0.23 -0.399
C 4.338 0.775 4.948 0.05 -0.09 -0.24 -0.421
C 3.592 0.835 3.608 0.06 0.19 0.16 -0.215
H 3.097 1.802 3.497 0.05 0.03 -0.08 0.198
H 4.316 0.732 2.793 0.03 0.11 0.00 0.190
H 3.639 0.961 5.767 0.00 0.05 0.05 0.193
H 5.099 1.557 4.976 -0.02 0.07 0.05 0.209
H 5.456 -0.671 6.107 0.08 -0.01 -0.06 0.206
H 5.745 -0.743 4.365 0.09 -0.02 -0.02 0.192
H 3.177 -1.593 5.781 -0.04 -0.05 0.07 0.194
H 4.363 -2.674 5.038 -0.04 -0.06 0.05 0.208
H 2.437 -2.279 3.495 0.05 0.00 -0.07 0.197
H 3.945 -1.646 2.822 0.01 -0.10 0.00 0.187
H 1.531 0.456 5.160 -0.01 -0.12 0.02 0.170
H 0.884 -0.963 4.323 0.02 -0.01 0.06 0.193
H -0.509 -0.674 2.229 -0.01 -0.12 -0.01 0.187
H 0.950 0.001 1.504 -0.01 -0.08 -0.03 0.215
H -0.278 2.095 0.971 -0.01 0.10 0.02 0.192
H -1.731 1.448 1.729 -0.05 0.10 0.02 0.189
H -0.321 0.237 -0.690 0.04 -0.09 -0.04 0.196
H -1.785 -0.396 0.062 0.01 -0.10 -0.02 0.190
H -2.968 1.738 -0.465 -0.04 0.09 0.02 0.191
H -1.504 2.353 -1.232 -0.01 0.11 0.02 0.194
H -3.062 -0.119 -2.110 0.02 -0.10 -0.02 0.195
H -1.572 0.469 -2.856 0.06 -0.10 0.04 0.202
H -4.137 2.098 -2.631 0.02 0.08 0.02 0.201
H -2.679 2.566 -3.504 0.00 0.11 0.01 0.194
H -4.522 1.737 -4.969 -0.04 -0.07 -0.02 0.207
H -4.432 0.158 -4.184 -0.09 0.04 -0.03 0.213
H -2.070 1.439 -5.645 0.02 -0.10 -0.04 0.227
```
Forces are in eV/Å.

HOMO energy	-8.015	eV
energy above the lowest of the compared OMol25 structures with the same formula, charge and spin	19.8	kJ/mol
orbital gap	8.974	eV
structure (SMILES)	COC(=O)CCCCCCCCCCN1CCCCC1
E_tot	-872.80515	hartree
LUMO	0.96	eV

***

No. 3
Density functional theory data (the ωB97M-V functional and the def2-TZVPD basis) for a cluster of 3 separate species, C17H34BrF3N7O4 in total in a non-equilibrium geometry.

Structure (XYZ):
```
66
Properties=species:S:1:pos:R:3:forces:R:3:nbo_charge:R:1
O 3.008 -4.333 -1.073 -0.58 2.03 -0.27 -0.313
C 2.586 -3.437 -1.663 0.60 -0.86 -1.13 0.927
N 2.216 -2.551 -2.530 -0.22 -1.42 1.20 -0.416
N 1.129 -3.120 -3.203 -0.57 -0.38 0.17 0.185
N 0.584 -4.271 -2.845 -0.17 0.79 -0.79 0.014
N -0.447 -4.578 -3.636 1.72 4.27 -1.52 -0.174
C -0.498 -3.480 -4.522 -0.55 -0.55 -0.80 0.420
C -1.582 -3.301 -5.669 0.60 0.84 0.71 -0.484
C -2.786 -2.463 -5.020 0.28 -0.09 1.32 -0.069
O -4.035 -3.195 -5.033 0.57 1.61 -0.38 -0.511
C -5.139 -2.298 -4.866 -1.16 -0.40 -0.35 -0.167
C -5.523 -2.003 -3.365 -0.93 0.95 0.76 0.955
F -6.041 -3.091 -2.677 1.05 1.90 -1.39 -0.313
F -6.522 -1.003 -3.401 1.74 -1.92 0.16 -0.334
F -4.489 -1.483 -2.586 -1.45 -1.03 -1.33 -0.337
N 0.513 -2.527 -4.258 -2.11 -3.42 0.51 -0.142
C 0.845 -1.243 -4.931 0.24 0.98 -0.69 -0.247
C -0.103 -0.019 -4.551 0.09 0.24 0.61 -0.452
C -0.789 -0.121 -3.122 0.43 0.39 -0.28 -0.445
Br -2.420 1.043 -3.195 1.02 -0.61 0.23 0.027
H -1.123 -2.685 -6.504 -0.46 -0.79 0.99 0.240
H -1.902 -4.282 -6.122 0.33 0.94 0.89 0.298
H -2.872 -1.425 -5.473 -0.05 -1.32 0.19 0.199
H -2.544 -2.292 -3.915 -0.18 -0.08 -1.42 0.185
H -6.047 -2.808 -5.334 1.15 0.57 0.83 0.245
H -5.019 -1.324 -5.446 0.07 -1.07 1.06 0.214
H 0.721 -1.418 -6.051 0.46 -0.03 1.57 0.261
H 1.926 -1.014 -4.690 -1.28 -0.44 -0.27 0.269
H -0.898 0.151 -5.334 0.93 -0.46 0.79 0.241
H 0.560 0.909 -4.552 -0.94 -1.22 -0.09 0.258
H -1.161 -1.146 -2.843 0.45 1.16 -0.31 0.211
H -0.084 0.282 -2.330 -1.13 -0.56 -0.84 0.248
C 1.985 -0.359 3.562 0.07 0.23 0.17 -0.624
C 2.385 -0.972 2.225 -0.32 -0.09 0.16 -0.085
C 1.503 -0.512 1.047 0.14 -0.14 -0.03 -0.070
O 0.223 -1.131 0.995 0.20 0.35 -0.16 -0.564
C -0.750 -0.545 1.851 -0.22 -0.31 -0.02 -0.253
N 2.395 -2.435 2.354 -0.11 0.08 -0.42 -0.807
H 1.089 -0.818 3.983 0.04 -0.03 -0.11 0.205
H 2.783 -0.494 4.295 -0.05 -0.07 -0.11 0.226
H 1.804 0.715 3.463 0.00 -0.04 0.02 0.219
H 3.408 -0.642 2.013 -0.06 -0.03 -0.11 0.193
H 2.006 -0.801 0.117 -0.04 -0.07 -0.01 0.154
H 1.407 0.580 1.020 -0.06 0.01 0.13 0.175
H -0.622 0.537 1.941 0.10 -0.03 0.04 0.177
H -0.717 -1.016 2.834 -0.02 0.20 0.09 0.176
H -1.736 -0.742 1.426 0.10 0.00 -0.07 0.192
H 2.755 -2.839 1.492 0.15 -0.05 0.17 0.332
H 1.423 -2.745 2.377 0.12 0.01 0.18 0.356
C 1.300 5.690 6.738 -0.12 0.11 0.22 -0.615
C 1.075 5.620 5.231 0.31 -0.20 0.14 -0.083
C 0.780 4.198 4.716 -0.05 0.17 -0.26 -0.074
O 1.925 3.357 4.625 -0.38 -0.08 0.13 -0.557
C 2.309 2.750 5.848 0.33 -0.01 -0.19 -0.250
N 2.231 6.214 4.549 -0.13 -0.23 -0.22 -0.817
H 2.284 5.321 7.033 -0.05 -0.02 -0.10 0.203
H 1.233 6.724 7.084 0.04 -0.08 -0.09 0.225
H 0.543 5.111 7.275 0.05 0.01 -0.02 0.204
H 0.195 6.235 5.009 0.02 -0.09 -0.10 0.191
H 0.399 4.283 3.693 0.11 -0.02 0.00 0.178
H -0.010 3.713 5.302 0.08 -0.01 0.14 0.166
H 1.448 2.504 6.476 -0.02 0.10 0.01 0.173
H 3.001 3.398 6.388 -0.09 -0.06 0.21 0.173
H 2.841 1.826 5.613 -0.07 0.04 -0.06 0.186
H 2.036 6.255 3.550 0.00 0.15 0.08 0.348
H 2.999 5.547 4.617 -0.03 0.15 0.09 0.354
```
Forces are in eV/Å.

HOMO energy	-10.606	eV
orbital gap	5.912	eV
E_tot	-4225.55153	hartree
total charge	+1
LUMO	-4.69	eV

***

No. 4
Density functional theory data (the ωB97M-V functional and the def2-TZVPD basis) for a cluster of 6 separate species, C17H34Cl2O6P in total in a non-equilibrium geometry.

Structure (XYZ):
```
60
Properties=species:S:1:pos:R:3:forces:R:3:nbo_charge:R:1
O -2.509 -2.380 -2.887 0.11 5.90 -1.14 -0.468
C -2.505 -1.155 -3.176 -0.43 -4.14 0.41 0.508
Cl -1.245 0.039 -2.625 -1.65 -1.38 -0.73 0.042
C -3.735 -0.569 -4.070 0.77 0.68 0.33 -0.782
P -5.238 -0.589 -2.876 0.80 1.71 0.24 0.939
Cl -5.668 1.387 -2.276 0.38 -2.50 -0.84 -0.084
H -3.944 -1.208 -4.996 0.30 0.56 1.55 0.321
H -3.505 0.505 -4.430 -0.63 -1.63 0.82 0.318
H -6.383 -1.226 -3.450 0.48 0.50 0.27 0.100
H -4.894 -1.305 -1.667 -0.25 0.48 -0.94 0.107
C 1.764 -3.711 0.022 0.33 -0.14 0.01 -0.742
C 1.562 -3.911 -1.455 0.67 -0.44 -0.22 0.595
O 2.390 -4.489 -2.135 -0.44 0.35 0.21 -0.548
C 0.295 -3.368 -2.060 0.07 -0.12 -0.40 -0.721
H 2.718 -4.153 0.320 -0.14 0.00 -0.07 0.236
H 1.786 -2.644 0.252 -0.22 -0.09 0.07 0.267
H 0.962 -4.203 0.578 -0.05 0.18 0.03 0.226
H 0.252 -2.286 -1.920 -0.09 -0.09 0.22 0.222
H -0.572 -3.844 -1.597 0.00 0.20 0.08 0.229
H 0.283 -3.584 -3.131 0.02 -0.02 0.13 0.229
C 2.886 1.346 1.629 -0.30 -0.35 0.21 -0.727
C 2.565 0.533 0.404 -0.28 -0.40 0.15 0.612
O 1.861 -0.461 0.469 0.22 0.51 -0.14 -0.588
C 3.148 0.994 -0.906 -0.18 -0.35 -0.22 -0.725
H 2.401 0.898 2.499 0.12 0.08 -0.08 0.251
H 3.965 1.355 1.797 -0.04 0.21 -0.06 0.245
H 2.513 2.365 1.507 0.24 0.05 -0.03 0.230
H 4.238 0.987 -0.850 -0.04 0.21 -0.01 0.251
H 2.787 1.998 -1.141 0.23 0.06 0.07 0.231
H 2.834 0.314 -1.701 0.05 0.06 0.10 0.222
C 5.578 -3.017 -1.497 0.28 0.11 0.31 -0.720
C 6.081 -1.959 -2.443 0.63 0.44 0.29 0.590
O 6.991 -1.213 -2.133 -0.52 -0.32 -0.18 -0.545
C 5.412 -1.860 -3.789 0.23 0.33 -0.19 -0.719
H 6.150 -2.972 -0.568 -0.04 0.03 -0.15 0.234
H 4.525 -2.840 -1.269 -0.03 -0.24 -0.16 0.229
H 5.709 -4.005 -1.942 -0.29 0.02 0.00 0.240
H 4.351 -1.633 -3.662 -0.03 -0.25 -0.06 0.221
H 5.536 -2.797 -4.335 -0.24 -0.01 0.06 0.236
H 5.876 -1.056 -4.365 -0.03 -0.11 0.11 0.234
C -7.731 5.770 0.587 -0.16 0.12 -0.37 -0.724
C -6.556 5.173 -0.140 -0.09 0.10 -0.79 0.596
O -6.501 5.168 -1.358 0.03 -0.21 0.65 -0.559
C -5.451 4.582 0.695 0.23 -0.15 -0.31 -0.722
H -8.448 6.157 -0.140 0.13 -0.06 0.09 0.243
H -8.223 5.004 1.191 0.10 0.12 0.17 0.232
H -7.396 6.593 1.221 -0.05 -0.16 0.15 0.240
H -5.841 3.763 1.303 0.02 0.17 0.19 0.228
H -5.015 5.353 1.334 -0.10 -0.14 0.15 0.244
H -4.672 4.190 0.037 -0.08 0.09 0.07 0.222
C 0.666 -0.691 5.433 0.25 -0.12 -0.31 -0.722
C 1.367 0.585 5.821 0.65 0.26 -0.34 0.595
O 2.369 0.957 5.238 -0.55 -0.19 0.22 -0.548
C 0.780 1.380 6.956 0.28 0.30 0.00 -0.721
H 1.198 -1.158 4.602 -0.05 0.08 0.11 0.237
H 0.659 -1.383 6.278 -0.21 0.06 -0.01 0.235
H -0.356 -0.471 5.115 -0.05 -0.09 0.20 0.225
H 0.779 0.780 7.869 -0.22 0.01 -0.05 0.235
H -0.236 1.692 6.706 -0.05 -0.16 0.16 0.227
H 1.388 2.272 7.125 -0.07 -0.14 -0.04 0.240
```
Forces are in eV/Å.

HOMO energy	-10.720	eV
orbital gap	5.243	eV
E_tot	-2381.00079	hartree
total charge	+1
LUMO	-5.48	eV